1.
{
  "formula": "C22H51NO10P3",
  "method": "wB97M-V/def2-TZVPD",
  "charge": -1,
  "de_lowest_ev": 0.000,
  "elements": ["C", "C", "C", "C", "C", "C", "C", "C", "C", "C", "N", "P", "O", "O", "H", "H", "H", "H", "H", "H", "H", "H", "H", "H", "H", "H", "H", "H", "H", "H", "H", "H", "H", "H", "H", "O", "P", "O", "C", "C", "O", "C", "C", "O", "C", "C", "H", "H", "H", "H", "H", "H", "H", "H", "H", "H", "H", "H", "H", "H", "H", "O", "P", "O", "C", "C", "O", "C", "C", "O", "C", "C", "H", "H", "H", "H", "H", "H", "H", "H", "H", "H", "H", "H", "H", "H", "H"],
  "xyz": [[2.9485, -0.0027, 0.8824], [2.6094, 0.1401, -0.5848], [3.5649, -0.4658, -1.5740], [1.4921, 0.8113, -0.9752], [0.0916, 0.3990, -0.5342], [-0.9822, 1.2346, -1.2399], [-2.4219, 0.9523, -0.7534], [-3.1527, 2.3025, -0.5235], [-3.1929, 0.1934, -1.8382], [-2.6427, -1.2098, -2.1652], [-3.2904, -2.2862, -1.4366], [-2.4232, -3.0281, -0.2992], [-1.8317, -1.8903, 0.8343], [-3.6351, -3.7402, 0.5921], [2.0305, 0.0115, 1.4700], [3.5350, 0.8785, 1.1468], [3.5128, -0.9107, 1.1041], [3.2162, -1.4765, -1.7945], [4.5888, -0.4889, -1.1870], [3.5626, 0.0971, -2.5135], [1.5416, 1.6711, -1.6453], [-0.0051, -0.6512, -0.8002], [-0.0344, 0.4543, 0.5518], [-0.7470, 2.2810, -1.0209], [-0.8961, 1.0381, -2.3102], [-2.4557, 0.4247, 0.1970], [-2.9712, 2.6533, 0.4960], [-4.2227, 2.0959, -0.5849], [-2.8370, 3.0448, -1.2556], [-4.2305, 0.0557, -1.5251], [-3.2101, 0.8049, -2.7507], [-2.8505, -1.3743, -3.2342], [-1.5481, -1.2078, -2.0463], [-2.5528, -1.6282, 1.4247], [-4.4147, -3.1789, 0.4381], [-4.0633, 3.5348, 3.8966], [-3.8076, 4.6668, 4.8389], [-2.3279, 5.0853, 4.1987], [-2.2675, 5.8009, 2.9698], [-2.8295, 7.2077, 3.0720], [-3.4509, 3.7568, 6.1531], [-3.7297, 2.3573, 6.2284], [-2.5856, 1.5305, 5.6788], [-3.7449, 5.9958, 5.7677], [-3.1171, 6.1358, 7.0504], [-1.6181, 5.9548, 7.0198], [-2.7907, 5.2346, 2.1930], [-1.2137, 5.8397, 2.6941], [-3.9041, 7.1945, 3.2744], [-2.6713, 7.7457, 2.1363], [-2.3534, 7.7580, 3.8837], [-4.6650, 2.1223, 5.7237], [-3.8740, 2.1352, 7.2881], [-2.2713, 1.8822, 4.6969], [-2.8748, 0.4826, 5.5947], [-1.7190, 1.5930, 6.3398], [-3.5896, 5.4779, 7.7765], [-3.3501, 7.1566, 7.3598], [-1.3279, 4.9690, 6.6651], [-1.2285, 6.0804, 8.0320], [-1.1487, 6.6886, 6.3646], [3.5419, -4.1516, -2.0495], [3.7900, -4.7464, -3.3633], [4.2732, -3.6276, -4.4162], [5.4876, -2.9115, -4.1706], [6.7277, -3.7824, -4.2531], [2.3758, -5.1382, -3.9988], [1.1283, -4.8329, -3.3462], [0.6342, -3.4576, -3.7191], [4.5942, -6.0297, -3.8082], [4.1756, -6.9725, -4.8063], [4.0749, -6.3907, -6.1970], [5.4253, -2.4234, -3.1942], [5.5315, -2.1302, -4.9286], [6.7452, -4.5287, -3.4577], [7.6238, -3.1677, -4.1583], [6.7624, -4.3178, -5.2028], [1.2224, -4.9395, -2.2672], [0.4185, -5.5906, -3.6788], [1.4078, -2.6966, -3.6058], [-0.2159, -3.1770, -3.0980], [0.3157, -3.4310, -4.7638], [3.2477, -7.4512, -4.4985], [4.9436, -7.7470, -4.7957], [3.3575, -5.5749, -6.2482], [3.7506, -7.1713, -6.8872], [5.0395, -6.0031, -6.5285]],
  "forces_ev_per_angstrom": [[-0.9082, -1.1836, -0.3727], [0.0268, 0.5042, -0.0866], [0.6226, 1.4527, 0.0964], [-0.1937, -0.2731, 0.4233], [0.4598, 0.9833, 0.6736], [0.2242, -0.4619, 1.1716], [-0.4481, 1.0588, -0.9329], [0.0148, -0.8845, 0.4615], [0.1645, -0.4581, 0.3596], [-0.6408, -0.4582, -0.3694], [-0.0810, 0.5213, 0.7564], [0.7714, -0.5412, -0.5638], [-0.2823, -0.1162, 0.2407], [-0.1027, 0.2590, 0.1656], [0.1052, -0.0001, 0.2039], [0.1393, -0.0619, 0.0341], [0.0159, 0.0311, 0.1582], [0.1104, -0.0873, 0.1130], [0.0615, -0.2377, -0.1143], [-0.0612, -0.0672, -0.0711], [0.0304, -1.0033, -1.3205], [-0.1223, -0.0502, 0.1338], [-0.2090, -0.0600, -0.0072], [0.0551, 0.0778, -0.2942], [-0.0791, 0.2872, -0.0926], [0.2815, -0.3299, -0.1498], [0.1708, 0.3029, -0.1104], [-0.0863, 0.3694, -0.1328], [-0.2054, 0.1122, -0.0237], [-0.0351, -0.0302, -0.0293], [0.1025, 0.1144, 0.0482], [0.2237, 0.0508, -0.0770], [0.0371, 0.0658, -0.1479], [-0.0398, 0.1293, -0.0434], [-0.0574, -0.0925, -0.1791], [-3.6704, 1.7297, -1.0105], [7.4184, -2.9063, 2.3652], [-0.3623, 0.4307, -0.1056], [0.0071, -0.1445, -0.1928], [-0.0624, -0.0061, 0.0922], [-0.6300, 0.2846, 0.2445], [0.1220, -0.3195, -0.0709], [0.1989, 0.0436, 0.0509], [-2.7461, 0.7797, -1.3585], [-0.2036, 0.1455, 0.6210], [0.1411, -0.1093, -0.2528], [0.0271, -0.0099, -0.0086], [0.0164, -0.0515, 0.0514], [0.0022, 0.0054, -0.0333], [0.0067, -0.0259, -0.0153], [0.0309, 0.0122, -0.0188], [0.0476, 0.0923, -0.1334], [0.0317, 0.1224, 0.0248], [-0.1586, -0.0126, -0.0556], [-0.0132, 0.0016, 0.0029], [-0.0085, -0.0057, 0.0093], [0.0267, -0.1756, -0.1321], [-0.0761, 0.0280, -0.1811], [-0.0806, -0.0403, 0.0294], [-0.0539, 0.0761, 0.0132], [-0.0108, 0.0407, 0.0435], [1.7054, -0.8803, 0.7594], [-3.2155, 1.1257, -2.0810], [0.4626, -0.3777, 0.1428], [0.1570, 0.2488, 0.1279], [-0.0672, -0.1634, 0.0303], [0.2821, -0.3141, -0.1135], [-0.3313, 0.2066, 0.1967], [-0.0798, 0.2236, -0.2750], [0.8283, 0.0828, 1.1638], [0.0432, -0.4560, -0.1654], [0.0083, 0.2703, -0.0541], [-0.0491, -0.0242, -0.0031], [-0.1088, -0.0229, -0.0283], [0.0150, 0.0318, 0.0206], [-0.0259, 0.0419, -0.0204], [0.0238, 0.0489, -0.0323], [0.2076, 0.0805, 0.0009], [0.1052, -0.0464, -0.0910], [0.0646, -0.0858, 0.1911], [-0.0531, -0.0454, 0.0641], [-0.0044, -0.0300, 0.0059], [-0.1217, 0.2370, 0.0587], [0.0744, 0.0846, 0.1153], [-0.0688, -0.0336, 0.0790], [0.0599, -0.0378, 0.0126], [0.0228, -0.0729, -0.0053]],
  "mulliken_charge": [-1.335, 0.735, -1.073, -1.084, 0.061, -1.199, 1.662, -1.950, -1.552, 0.637, -0.600, -0.281, -0.441, -0.397, 0.396, 0.257, 0.338, 0.155, 0.410, 0.383, 0.398, 0.112, 0.370, 0.565, 0.253, -0.148, 0.360, 0.453, 0.409, 0.501, 0.289, 0.232, -0.516, 0.259, 0.314, -0.777, 1.201, -0.339, -0.170, -1.081, -0.377, -0.338, -1.055, -0.408, -0.192, -0.951, 0.152, 0.329, 0.290, 0.429, 0.202, 0.338, 0.309, 0.283, 0.376, 0.285, 0.272, 0.352, 0.227, 0.386, 0.255, -0.712, 0.805, -0.262, -0.119, -1.045, -0.227, -0.468, -0.550, -0.330, -0.215, -0.990, 0.133, 0.341, 0.274, 0.437, 0.196, 0.341, 0.330, 0.175, 0.123, 0.283, 0.269, 0.337, 0.273, 0.384, 0.249]
}

2.
{
  "formula": "C9H23PSi",
  "method": "wB97M-V/def2-TZVPD",
  "de_lowest_ev": 1.824,
  "elements": ["C", "C", "C", "C", "C", "C", "C", "C", "C", "Si", "P", "H", "H", "H", "H", "H", "H", "H", "H", "H", "H", "H", "H", "H", "H", "H", "H", "H", "H", "H", "H", "H", "H", "H"],
  "xyz": [[-2.4304, -0.1034, -2.2836], [0.0805, -0.2464, -2.5293], [3.8724, -0.8977, -0.2429], [2.8886, 0.0780, 1.9041], [-2.8457, 0.5772, 1.4639], [-0.7344, 2.0650, 1.4768], [-0.9879, 0.2316, -1.6862], [2.9954, 0.0405, 0.4381], [-1.3635, 0.6567, 1.4853], [-0.6466, -0.3745, 0.1494], [-1.6847, -2.3997, 0.2306], [-3.1289, -0.5076, -1.5376], [-2.8056, 0.8595, -2.6011], [-2.4046, -0.8864, -3.1044], [0.1262, -1.3146, -2.5693], [1.0454, -0.0212, -2.0175], [0.2031, 0.3028, -3.4696], [3.6876, -1.9306, -0.0600], [3.7812, -0.7494, -1.3743], [4.9043, -0.8731, 0.1132], [2.8714, -1.0082, 2.3073], [1.9205, 0.5689, 2.0308], [3.7146, 0.6051, 2.3297], [-3.3872, 1.0691, 0.5721], [-3.1630, -0.4285, 1.3959], [-3.3621, 0.8936, 2.2919], [-0.9109, 2.5877, 0.5701], [0.4375, 2.0065, 1.4479], [-1.2028, 2.6203, 2.2563], [-1.0029, 1.3337, -1.8396], [2.3184, 0.7424, 0.0211], [-1.0689, 0.2396, 2.4246], [-0.9352, -2.9414, -0.8557], [-0.7815, -2.7956, 1.2619]],
  "forces_ev_per_angstrom": [[0.6739, -1.1102, 0.3996], [3.4464, 0.2406, -0.3002], [0.2298, 0.5930, -2.4335], [-0.8908, -2.2049, -0.1358], [-1.3427, 0.6414, -3.2943], [1.7822, -1.1759, -0.6219], [-2.8837, 1.3567, 0.9257], [-0.2627, -0.2238, 0.8407], [0.7925, 1.1747, 0.0985], [0.0692, -0.5988, -1.8049], [0.4243, 0.0332, 0.0791], [0.1576, 0.1844, -0.0709], [-0.5210, -0.1510, -0.5673], [0.1179, 1.1477, 0.7158], [-0.2219, -0.7986, -0.7871], [-0.2752, -0.0122, -0.2601], [-0.4661, -0.6711, -0.2866], [-0.9231, -1.0783, 0.2542], [0.6055, -0.2650, 1.4823], [0.3522, 0.6945, -0.2518], [-0.0408, 1.7391, -0.2314], [0.3028, -0.0639, 1.1016], [0.5142, 0.4713, 0.7367], [1.1353, -0.4408, 1.0725], [-0.2456, -1.3545, -0.2119], [-0.8411, 1.3854, 2.3748], [-0.6142, 0.4612, -1.0441], [-2.1331, 0.1942, 0.8552], [0.3686, 0.7316, 0.8797], [0.4140, -0.3860, 1.0112], [-0.0361, 0.3394, -1.3231], [0.4344, -0.6278, 0.7327], [0.0126, 0.0164, 0.2885], [-0.1355, -0.2419, -0.2236]],
  "mulliken_charge": [-1.299, -1.454, -1.264, -0.742, -1.700, -1.345, 0.653, -0.240, 0.717, -0.198, -0.169, 0.338, 0.343, 0.285, 0.351, 0.231, 0.410, 0.318, 0.254, 0.394, 0.246, 0.025, 0.382, 0.233, 0.424, 0.511, 0.371, 0.186, 0.448, 0.219, 0.661, 0.318, 0.052, 0.041]
}

3.
{
  "formula": "C23H26F3N3O4",
  "method": "wB97M-V/def2-TZVPD",
  "e_tot_ha": -1656.9248,
  "smiles": "CNC(=O)[C@H](Cc1ccccc1)NC(C)=O.O=C(N1CCc2cc(O)ccc2C1)C(F)(F)F",
  "elements": ["C", "N", "C", "O", "C", "C", "C", "C", "C", "C", "C", "C", "N", "C", "C", "O", "H", "H", "H", "H", "H", "H", "H", "H", "H", "H", "H", "H", "H", "H", "H", "H", "O", "C", "N", "C", "C", "C", "C", "C", "O", "C", "C", "C", "C", "C", "F", "F", "F", "H", "H", "H", "H", "H", "H", "H", "H", "H", "H"],
  "xyz": [[2.7070, -4.8005, -3.7922], [1.7176, -3.9019, -4.3880], [0.8590, -3.0689, -3.7845], [0.1539, -2.3534, -4.4828], [0.6990, -2.9860, -2.2505], [1.7358, -2.0113, -1.6712], [1.4236, -1.5568, -0.2604], [1.9809, -2.2174, 0.8520], [1.6688, -1.7890, 2.1550], [0.8012, -0.7003, 2.3489], [0.2477, -0.0404, 1.2389], [0.5564, -0.4667, -0.0629], [0.7826, -4.2670, -1.5341], [-0.0630, -5.2916, -1.6147], [-1.3173, -5.1831, -2.4601], [0.1734, -6.3234, -1.0076], [2.2157, -5.6916, -3.3958], [3.4234, -5.1093, -4.5552], [3.2507, -4.2994, -2.9905], [1.6860, -3.8572, -5.3960], [-0.2870, -2.5549, -2.0705], [1.7720, -1.1255, -2.3080], [2.7281, -2.4632, -1.6954], [2.6497, -3.0536, 0.7102], [2.0977, -2.2957, 3.0084], [0.5596, -0.3737, 3.3504], [-0.4239, 0.7891, 1.3845], [0.1196, 0.0421, -0.9112], [1.5583, -4.4032, -0.9074], [-1.9238, -4.3531, -2.1043], [-1.0527, -5.0308, -3.5041], [-1.8850, -6.1077, -2.3673], [0.9611, 5.9976, 3.3981], [0.0874, 5.2276, 3.8027], [-0.3263, 4.2102, 2.9226], [-1.2658, 3.1450, 3.2985], [-2.4257, 3.1236, 2.3006], [-1.9070, 2.9960, 0.8897], [-2.6945, 2.3961, -0.1035], [-2.2106, 2.2650, -1.4071], [-2.9670, 1.6742, -2.3752], [-0.9425, 2.7390, -1.7281], [-0.1513, 3.3443, -0.7517], [-0.6245, 3.4756, 0.5598], [0.2743, 4.1283, 1.5819], [-0.4608, 5.4119, 5.2488], [-0.0135, 6.5659, 5.8225], [-1.8239, 5.4623, 5.2575], [-0.0631, 4.3678, 6.0309], [-0.7437, 2.1829, 3.2847], [-1.6691, 3.2630, 4.3058], [-3.0045, 4.0481, 2.3902], [-3.0892, 2.2858, 2.5354], [-3.6851, 2.0310, 0.1448], [-3.8464, 1.4594, -2.0271], [-0.5806, 2.6322, -2.7458], [0.8361, 3.7126, -1.0167], [1.2148, 3.5708, 1.6465], [0.5064, 5.1290, 1.2005]],
  "forces_ev_per_angstrom": [[-0.4096, 0.0306, 0.0925], [1.0820, -0.8191, 0.1162], [-0.9674, 0.4978, -0.2528], [-0.1206, 0.2526, 0.3606], [0.2729, -0.5363, 0.3204], [-0.0302, 0.2674, 0.1830], [-0.0840, -0.0359, 0.3922], [-0.7510, 0.9199, 0.2777], [-0.3316, 0.3989, -0.6906], [0.2432, -0.3207, -0.8485], [0.5523, -0.8036, -0.0881], [0.3053, -0.4469, 0.9007], [0.7261, 1.8989, -0.5817], [-1.0234, -1.6195, 0.0513], [0.3120, 0.1509, 0.1586], [0.1215, -0.2267, 0.1911], [0.2025, -0.0119, 0.0674], [-0.1159, 0.1429, 0.0487], [0.0233, -0.1030, -0.0528], [-0.1010, 0.1205, 0.1280], [-0.0144, 0.0308, -0.3114], [-0.0336, -0.1080, -0.1234], [0.0780, -0.0863, -0.0573], [0.1187, -0.0670, -0.0278], [0.0115, -0.0266, 0.0096], [0.0025, 0.0137, 0.0560], [-0.0922, 0.1430, -0.0449], [0.0002, 0.0486, -0.0861], [0.0368, -0.1304, 0.0336], [-0.0975, 0.1574, -0.1801], [-0.1070, 0.1875, -0.1332], [0.1853, 0.0843, 0.0734], [-1.1938, -0.5373, 1.2423], [1.8001, 0.0474, -3.0758], [-0.6401, 0.8972, 2.1873], [-0.2062, 0.1031, -0.3586], [0.2380, -0.1155, -0.0059], [0.2907, 0.0191, -0.6241], [0.6672, 0.2912, 0.0293], [-0.3613, 0.0581, 0.6441], [-0.0827, -0.0140, -0.1069], [0.2998, 0.1176, -0.0115], [-0.7289, -0.3429, 0.0932], [-0.5612, -0.3716, 0.1047], [0.0040, 0.2252, 0.1801], [-0.2900, 0.2006, 0.5496], [-0.4775, -1.6257, -0.9228], [0.9365, -0.1070, 0.0927], [-0.3988, 0.8300, -0.5125], [0.0404, -0.0007, -0.0625], [0.3182, 0.2813, -0.1036], [0.0159, -0.0454, 0.1130], [0.0095, 0.0856, -0.0452], [-0.0182, -0.0361, 0.0199], [0.3950, 0.0900, -0.0768], [-0.0628, 0.0031, 0.0969], [-0.0974, -0.0426, 0.0547], [0.0594, 0.0804, 0.0087], [0.0493, -0.0947, 0.5075]],
  "mulliken_charge": [-0.703, -0.118, 0.079, -0.693, 0.167, -1.439, 0.479, -0.427, -0.731, -0.702, 0.186, -0.516, 0.139, 0.611, -1.033, -0.681, 0.235, 0.343, 0.197, 0.288, 0.410, 0.515, 0.474, 0.390, 0.382, 0.417, 0.167, 0.430, 0.201, 0.302, 0.269, 0.341, -0.617, 0.429, 0.133, -0.615, -1.177, 0.315, -0.397, 0.781, -0.571, -0.792, -0.712, 0.873, -1.254, 0.737, -0.239, -0.235, -0.238, -0.084, 0.530, 0.426, 0.412, 0.334, 0.281, 0.446, 0.442, 0.297, 0.515]
}

4.
{
  "formula": "C4H9NOS",
  "method": "wB97M-V/def2-TZVPD",
  "smiles": "CNC(=O)CCS",
  "de_lowest_ev": 0.563,
  "elements": ["C", "N", "C", "O", "C", "C", "S", "H", "H", "H", "H", "H", "H", "H", "H", "H"],
  "xyz": [[-0.4363, 2.3411, 0.2539], [0.6503, 1.5277, 0.7855], [0.8619, 0.1853, 0.6570], [1.8130, -0.3581, 1.1823], [-0.2179, -0.5482, -0.1297], [0.1137, -2.0121, -0.2869], [-1.2379, -2.9336, -1.1035], [-0.1679, 3.3722, 0.4824], [-1.3892, 2.0995, 0.7211], [-0.4985, 2.2862, -0.8205], [1.1812, 1.9345, 1.5428], [-1.1728, -0.3581, 0.3623], [-0.2182, -0.0166, -1.0793], [0.3940, -2.4136, 0.6894], [0.9506, -2.1102, -0.9728], [-0.6261, -2.9962, -2.2841]],
  "forces_ev_per_angstrom": [[0.5616, -0.0144, 0.6022], [0.1985, 0.2503, 0.2568], [-0.6334, 0.0505, 0.2918], [0.0435, -0.1181, -0.0053], [0.8342, 0.6748, 0.0799], [-0.0943, 0.1907, -0.3289], [0.0017, -0.0851, 0.3856], [-0.2358, 0.0064, 0.0478], [-0.1909, 0.0546, -0.1244], [-0.1282, -0.2460, -0.3746], [0.1542, -0.0057, -0.2598], [-0.0910, -0.1408, -0.0662], [-0.4497, -0.2319, -0.3685], [-0.1755, -0.2744, -0.2971], [0.2620, -0.0580, 0.3488], [-0.0569, -0.0528, -0.1882]],
  "mulliken_charge": [-0.842, -0.186, 0.527, -0.645, -0.428, -0.758, -0.225, 0.316, 0.294, 0.287, 0.259, 0.330, 0.275, 0.355, 0.319, 0.123]
}